# CH4FN2O

A molecular structure, CH4FN2O (ωB97M-V/def2-TZVPD, the OMol25 dataset).

The energy above the lowest of the compared OMol25 structures with the same formula, charge and spin is 74.2 kcal per mole. The value obtained for the molar mass is 79.05 u. The HOMO energy (spin up / spin down) comes out at -3.2 / -3.2 eV. The net charge is -1. The LUMO energy (spin up / spin down) is 0.1545 / 0.1545 Eh. The orbital gap (spin up / spin down) comes out at 0.2731 / 0.2732 hartree. The spin multiplicity is 1. For the total energy, the calculation gives -324.98533 hartree.

Each line ends with the Löwdin charge.
Cartesian coordinates (Å):
1 C -0.443 -0.210 0.506  -0.165
2 N 0.810 -0.313 0.314  -0.108
3 N -2.307 0.222 -1.164  -0.082
4 O -3.281 0.868 -0.679  -0.235
5 F 2.113 -0.226 -1.679  -0.444
6 H -0.737 -1.115 1.142  -0.012
7 H 1.201 -1.228 0.601  0.054
8 H 1.444 -0.131 -0.736  -0.048
9 H -1.669 0.891 -1.710  0.042


# C2H2NO2S5

A molecular structure, C2H2NO2S5 (ωB97M-V/def2-TZVPD, the OMol25 dataset).

The energy above the lowest of the compared OMol25 structures with the same formula, charge and spin is 12.2 kcal per mole. The value obtained for the molar mass is 232.38 u. The HOMO energy comes out at -4.6 eV. The net charge is -1. The LUMO energy is 0.1054 Eh. The orbital gap comes out at 0.2742 hartree. The spin multiplicity is 1. For the total energy, the calculation gives -2273.59778 hartree.

Each line ends with the Löwdin charge.
Cartesian coordinates (Å):
1 C 0.362 -0.686 0.377  -1.189
2 C -0.866 -0.819 2.979  -1.783
3 N -0.650 -0.623 -0.322  -0.164
4 O -1.929 1.468 -0.093  -0.336
5 O -3.124 -0.544 -0.114  -0.452
6 S 0.751 -0.335 2.078  0.693
7 S -1.682 -2.077 2.297  0.486
8 S 1.872 -1.284 -0.390  0.671
9 S -1.128 0.162 4.211  0.496
10 S -2.051 -0.052 0.627  0.685
11 H 2.146 -1.968 0.738  -0.158
12 H -2.235 1.387 -1.026  0.051


# C18H41Cl8N5O5

9 unconnected molecules or ions with the total composition C18H41Cl8N5O5 (ωB97M-V/def2-TZVPD, the OMol25 dataset).

The value obtained for the molar mass is 691.18 u. The HOMO energy comes out at -9.6 eV. The net charge is 0. The LUMO energy is 0.0033 Eh. The orbital gap comes out at 0.3548 hartree. The spin multiplicity is 1. For the total energy, the calculation gives -5042.06437 hartree.

Each line ends with the Löwdin charge.
Cartesian coordinates (Å):
1 C 1.518 -2.740 -3.616  -0.009
2 C 1.401 -3.631 -4.849  -0.590
3 N 1.885 -3.177 -6.012  0.157
4 O 0.935 -4.761 -4.760  0.019
5 H 2.201 -1.895 -3.715  0.076
6 H 1.875 -3.381 -2.815  0.062
7 H 0.541 -2.334 -3.351  0.074
8 H 2.047 -3.838 -6.753  0.112
9 H 2.339 -2.285 -6.104  0.100
10 C -4.738 -1.839 -0.721  0.021
11 C -4.109 -1.536 0.630  -0.578
12 N -2.860 -1.951 0.905  0.142
13 O -4.748 -0.889 1.464  -0.031
14 H -5.124 -0.997 -1.285  0.086
15 H -5.586 -2.468 -0.446  0.089
16 H -3.983 -2.387 -1.289  0.062
17 H -2.535 -1.632 1.821  -0.017
18 H -2.170 -2.136 0.190  0.058
19 C -1.486 3.946 -2.845  -0.043
20 C -1.193 5.393 -3.140  -0.590
21 N -0.059 5.938 -2.596  0.152
22 O -1.970 6.090 -3.767  0.035
23 H -2.534 3.743 -2.653  0.064
24 H -0.841 3.606 -2.034  0.028
25 H -1.218 3.388 -3.745  0.090
26 H 0.588 5.443 -2.010  0.047
27 H 0.212 6.799 -3.042  0.104
28 C 0.470 -4.803 -0.751  -0.016
29 C -0.870 -4.365 -1.267  -0.552
30 N -1.559 -5.262 -2.015  0.178
31 O -1.257 -3.195 -1.278  -0.022
32 H 1.238 -4.043 -0.851  0.026
33 H 0.842 -5.714 -1.217  0.087
34 H 0.382 -5.017 0.317  0.038
35 H -2.362 -4.910 -2.506  0.111
36 H -1.361 -6.243 -2.087  0.108
37 C 3.274 1.088 4.344  -0.013
38 C 2.008 1.490 5.078  -0.592
39 N 0.853 1.474 4.370  0.133
40 O 1.993 1.882 6.240  0.022
41 H 4.087 0.826 5.012  0.082
42 H 3.583 1.881 3.664  0.076
43 H 2.996 0.198 3.773  0.056
44 H 0.910 1.345 3.368  -0.059
45 H -0.017 1.591 4.856  0.106
46 Cl 5.968 4.574 -0.311  0.517
47 C 4.636 5.335 0.613  -0.630
48 C 3.339 5.481 -0.189  -0.636
49 Cl 2.937 4.006 -1.114  0.547
50 H 4.999 6.337 0.814  0.070
51 H 4.452 4.655 1.440  0.063
52 H 3.448 6.296 -0.903  0.068
53 H 2.537 5.779 0.484  0.081
54 Cl -2.425 2.358 -0.108  0.583
55 C -2.775 1.127 1.185  -0.639
56 C -4.003 1.422 1.943  -0.697
57 Cl -3.937 2.972 2.801  0.556
58 H -1.850 1.093 1.760  0.027
59 H -2.788 0.215 0.589  0.031
60 H -4.248 0.539 2.539  0.070
61 H -4.853 1.502 1.263  0.075
62 Cl 1.327 1.186 1.299  0.623
63 C 1.019 0.858 -0.449  -0.568
64 C 0.764 -0.644 -0.477  -0.639
65 Cl 2.223 -1.575 -0.032  0.585
66 H 1.822 1.238 -1.076  0.049
67 H 0.137 1.420 -0.753  0.030
68 H 0.536 -1.002 -1.479  0.048
69 H -0.035 -0.974 0.180  0.042
70 Cl -1.000 -4.429 2.619  0.618
71 C 0.126 -3.605 3.688  -0.650
72 C 0.362 -2.161 3.282  -0.613
73 Cl -1.109 -1.161 3.345  0.656
74 H 1.127 -4.044 3.693  0.084
75 H -0.225 -3.756 4.706  0.072
76 H 0.773 -2.114 2.271  0.023
77 H 1.112 -1.625 3.865  0.067


# C2H5NO2

C2H5NO2 in the gas phase (ωB97M-V/def2-TZVPD, the OMol25 dataset).

The energy above the lowest of the compared OMol25 structures with the same formula, charge and spin is 42.6 kcal per mole. The value obtained for the molar mass is 75.07 u. The HOMO energy comes out at -10.3 eV. The net charge is 0. The LUMO energy is 0.0292 Eh. The orbital gap comes out at 0.4064 hartree. The spin multiplicity is 1. For the total energy, the calculation gives -284.39945 hartree.

Each line ends with the Löwdin charge.
Cartesian coordinates (Å):
1 O 0.264 -1.525 -0.949  -0.023
2 C 0.774 -0.396 -1.164  -0.344
3 N 0.194 0.657 -0.614  0.054
4 C -0.648 0.354 0.682  -0.256
5 O -0.323 -0.287 1.860  -0.032
6 H 1.446 -0.145 -1.950  0.119
7 H 0.859 1.434 -0.497  0.132
8 H -1.407 -0.160 0.175  0.097
9 H -0.993 1.279 1.048  0.107
10 H -0.167 -1.212 1.408  0.144


# C4H5NO

C4H5NO in the gas phase (ωB97M-V/def2-TZVPD, the OMol25 dataset).

The energy above the lowest of the compared OMol25 structures with the same formula, charge and spin is 23.1 kcal per mole. The value obtained for the molar mass is 83.09 u. The HOMO energy comes out at -8.1 eV. The net charge is 0. The LUMO energy is 0.0298 Eh. The orbital gap comes out at 0.3283 hartree. The spin multiplicity is 1. For the total energy, the calculation gives -285.37775 hartree.

Each line ends with the Löwdin charge.
Cartesian coordinates (Å):
1 O -0.465 -1.715 -1.323  0.035
2 C -0.440 -0.817 -0.286  -0.401
3 C -1.055 0.403 -0.291  -0.049
4 C -0.209 1.285 0.434  -0.101
5 C 0.826 0.542 0.944  -0.133
6 N 0.670 -0.756 0.524  0.071
7 H 0.043 -1.197 -1.969  0.117
8 H -1.937 0.619 -0.877  0.108
9 H -0.295 2.361 0.437  0.091
10 H 1.689 0.829 1.525  0.105
11 H 1.173 -1.554 0.883  0.157


# C33H26AsIrN7S2

A molecular structure, C33H26AsIrN7S2 (ωB97M-V/def2-TZVPD, the OMol25 dataset).

The energy above the lowest of the compared OMol25 structures with the same formula, charge and spin is 31.5 kcal per mole. The value obtained for the molar mass is 851.89 u. The HOMO energy comes out at -10.2 eV. The net charge is +1. The LUMO energy is -0.1413 Eh. The orbital gap comes out at 0.2328 hartree. The spin multiplicity is 1. For the total energy, the calculation gives -4792.79464 hartree.

Each line ends with the Löwdin charge.
Cartesian coordinates (Å):
1 Ir -0.361 -0.234 0.435  0.891
2 S -0.634 -2.067 -0.945  0.561
3 C 0.867 -3.009 -0.938  -0.648
4 C 1.043 -3.997 -1.904  -0.110
5 C 2.189 -4.774 -1.896  -0.065
6 C 3.163 -4.593 -0.922  -0.067
7 C 2.993 -3.613 0.043  -0.086
8 C 1.857 -2.815 0.017  -0.390
9 As 1.411 -1.557 1.394  1.230
10 C 0.863 -2.778 2.792  -0.355
11 C -0.418 -3.323 2.721  -0.119
12 C -0.810 -4.274 3.648  -0.062
13 C 0.066 -4.680 4.645  -0.063
14 C 1.343 -4.147 4.708  -0.067
15 C 1.747 -3.199 3.779  -0.104
16 C 3.031 -0.732 2.010  -0.380
17 C 3.115 -0.258 3.321  -0.138
18 C 4.252 0.418 3.736  -0.059
19 C 5.295 0.633 2.845  -0.062
20 C 5.205 0.175 1.538  -0.061
21 C 4.071 -0.502 1.114  -0.092
22 H 0.277 -4.164 -2.651  0.104
23 H 2.319 -5.535 -2.653  0.112
24 H 4.043 -5.222 -0.907  0.110
25 H 3.742 -3.472 0.815  0.112
26 H -1.108 -3.004 1.949  0.075
27 H -1.804 -4.697 3.593  0.111
28 H -0.249 -5.413 5.375  0.111
29 H 2.027 -4.461 5.484  0.113
30 H 2.749 -2.797 3.835  0.098
31 H 2.312 -0.436 4.027  0.086
32 H 4.324 0.769 4.757  0.115
33 H 6.183 1.157 3.171  0.111
34 H 6.017 0.348 0.845  0.112
35 H 3.999 -0.851 0.090  0.108
36 C 0.829 3.348 2.670  0.000
37 C 0.850 2.083 2.076  -0.087
38 N 0.000 1.725 1.128  -0.045
39 C -0.939 2.626 0.734  -0.135
40 C -1.020 3.916 1.261  -0.122
41 C -0.103 4.266 2.266  0.031
42 C -2.028 4.810 0.765  0.005
43 C -2.903 4.416 -0.184  0.004
44 C -2.868 3.081 -0.709  -0.124
45 C -3.780 2.589 -1.658  0.028
46 C -3.679 1.288 -2.080  -0.009
47 C -2.673 0.471 -1.556  -0.109
48 N -1.807 0.910 -0.663  -0.049
49 C -1.898 2.194 -0.239  -0.145
50 H 1.550 3.576 3.442  0.123
51 H 1.596 1.355 2.360  0.083
52 H -0.149 5.250 2.716  0.132
53 H -2.069 5.811 1.174  0.126
54 H -3.654 5.097 -0.561  0.126
55 H -4.552 3.241 -2.046  0.130
56 H -4.366 0.878 -2.806  0.119
57 H -2.560 -0.554 -1.882  0.072
58 N -1.356 -0.353 2.159  -0.045
59 C -0.993 -0.140 3.270  -0.347
60 N -0.634 0.200 4.409  0.129
61 C -0.054 -0.485 5.372  -0.359
62 N 0.507 -0.985 6.247  0.150
63 N 0.063 -0.982 -4.083  0.095
64 C 0.729 0.179 -3.997  -0.969
65 N 1.031 0.797 -5.149  0.093
66 S 1.162 0.828 -2.515  0.559
67 H -0.194 -1.397 -4.962  0.112
68 H -0.168 -1.453 -3.220  -0.009
69 H 0.828 0.397 -6.049  0.110
70 H 1.555 1.653 -5.102  0.094


# C5H13NOS

2 unconnected molecules or ions with the total composition C5H13NOS (ωB97M-V/def2-TZVPD, the OMol25 dataset).

The energy above the lowest of the compared OMol25 structures with the same formula, charge and spin is 0.0 kcal per mole. The value obtained for the molar mass is 135.23 u. The HOMO energy (spin up / spin down) comes out at -13.2 / -13.2 eV. The net charge is +1. The LUMO energy (spin up / spin down) is -0.1212 / -0.2978 Eh. The orbital gap (spin up / spin down) comes out at 0.3637 / 0.1861 hartree. The spin multiplicity is 2. For the total energy, the calculation gives -726.19149 hartree.

Each line ends with the Löwdin charge.
Cartesian coordinates (Å):
1 C 1.090 2.097 0.172  -0.148
2 C 2.113 2.683 -0.799  -0.102
3 C 0.294 0.896 -0.281  -0.540
4 O -0.676 0.554 0.381  0.006
5 N 0.737 0.155 -1.330  0.180
6 H 1.473 1.934 1.173  0.126
7 H 0.283 2.832 0.242  0.125
8 H 3.163 2.406 -0.668  0.078
9 H 2.192 3.744 -0.539  0.081
10 H 0.192 -0.604 -1.678  0.097
11 H 1.506 0.451 -1.903  0.099
12 H 1.871 2.603 -1.854  0.072
13 C -2.836 -2.080 0.301  -0.331
14 C -0.344 -2.355 1.315  -0.248
15 S -1.748 -3.417 0.697  1.130
16 H -2.454 -1.548 -0.582  0.078
17 H -3.853 -2.405 0.110  0.064
18 H -2.755 -1.336 1.096  0.070
19 H -0.676 -1.730 2.134  0.074
20 H -0.036 -1.855 0.402  0.029
21 H 0.462 -3.024 1.610  0.058